71
Properties=species:S:1:pos:R:3:mulliken_charge:R:1 method="wB97M-V/def2-TZVPD" total_charge=0 e_above_lowest_kcal_mol=7.83 e_tot_ev=-243353.71215 max_force_ev_per_a=1.024 lumo_ha="-0.0136 / -0.0130" homo_lumo_gap_ev="6.78 / 6.88" multiplicity=5
Fe -1.212 -1.700 -0.232 0.348
N -1.483 -1.690 4.105 -0.307
C -1.649 -1.505 2.759 0.120
S -1.747 -2.900 1.756 -0.524
N -1.713 -0.243 2.389 -0.943
N -1.778 -0.108 1.033 1.222
C -2.325 0.954 0.520 0.367
C -2.917 2.068 1.291 -0.198
C -4.227 2.465 1.040 -0.270
C -4.796 3.505 1.757 -0.839
C -4.055 4.167 2.724 -0.448
C -2.746 3.778 2.977 -1.112
C -2.182 2.729 2.271 -0.020
C -2.383 0.959 -0.959 0.513
C -2.699 2.101 -1.695 -0.590
C -2.783 2.004 -3.071 -0.664
C -2.556 0.773 -3.678 -0.772
C -2.209 -0.304 -2.881 -0.240
N -2.107 -0.215 -1.559 0.076
H -1.716 -2.605 4.457 0.241
H -1.727 -0.905 4.689 0.245
H -4.809 1.947 0.290 0.538
H -5.819 3.796 1.560 0.393
H -4.495 4.982 3.282 0.407
H -2.166 4.287 3.734 0.410
H -1.172 2.408 2.485 0.771
H -2.880 3.035 -1.186 0.560
H -3.027 2.874 -3.664 0.449
H -2.633 0.648 -4.747 0.469
H -1.997 -1.276 -3.305 0.399
Br -1.782 -5.901 -2.690 -0.168
C -0.564 -4.588 -3.286 -0.285
C 0.191 -4.844 -4.438 -0.397
C 1.080 -3.918 -4.906 -0.031
Br 2.071 -4.310 -6.479 -0.252
C 1.247 -2.679 -4.242 0.672
C 2.109 -1.646 -4.675 -0.824
C 2.153 -0.469 -3.986 -1.242
C 1.339 -0.321 -2.848 -0.332
N 0.554 -1.264 -2.396 0.425
C 0.489 -2.437 -3.073 0.015
C -0.443 -3.413 -2.558 0.596
O -1.113 -3.172 -1.492 -0.659
H 0.058 -5.783 -4.956 0.416
H 2.714 -1.797 -5.559 0.322
H 2.792 0.343 -4.301 0.450
H 1.338 0.615 -2.303 0.676
O 0.871 -1.451 0.640 -0.065
S 2.300 -1.031 0.568 -0.101
C 2.286 0.761 0.471 0.213
C 3.425 1.435 0.062 -0.699
C 3.385 2.816 -0.043 -0.634
C 2.213 3.503 0.248 -0.725
C 1.079 2.812 0.649 -0.276
C 1.111 1.431 0.765 0.478
C 2.908 -1.148 2.250 0.494
C 1.995 -1.168 3.292 -0.183
C 2.475 -1.247 4.590 -0.559
C 3.841 -1.302 4.829 -0.495
C 4.740 -1.294 3.772 -0.578
C 4.273 -1.225 2.468 -0.522
H 4.326 0.891 -0.186 0.426
H 4.266 3.357 -0.361 0.412
H 2.185 4.579 0.156 0.415
H 0.166 3.346 0.873 0.415
H 0.242 0.868 1.068 0.041
H 0.937 -1.140 3.083 0.310
H 1.777 -1.274 5.415 0.442
H 4.208 -1.364 5.844 0.388
H 5.802 -1.358 3.961 0.387
H 4.961 -1.245 1.635 0.435

---

64
Properties=species:S:1:pos:R:3:mulliken_charge:R:1 method="wB97M-V/def2-TZVPD" total_charge=+3 e_above_lowest_kcal_mol=43.53 e_tot_ev=-120784.33334 max_force_ev_per_a=3.059 lumo_ha="-0.4440 / -0.4461" homo_lumo_gap_ev="3.61 / 3.58" multiplicity=2
Ir -0.529 -0.177 0.190 1.112
C -4.159 -0.290 -0.317 -0.465
C -3.686 -0.954 0.805 -0.793
C -2.525 -1.715 0.732 -0.588
C -1.810 -1.837 -0.500 0.042
C -2.309 -1.130 -1.633 0.431
C -3.465 -0.374 -1.521 -1.391
P -0.652 -3.291 -0.675 0.476
C -1.732 -4.534 -1.472 0.766
C -2.209 -4.247 -2.756 0.055
C -3.139 -5.094 -3.328 -0.894
C -3.575 -6.224 -2.655 -0.501
C -3.064 -6.532 -1.401 -0.649
C -2.143 -5.683 -0.807 -0.445
C 0.690 -2.888 -1.810 0.510
C 1.071 -3.917 -2.675 -0.668
C 2.195 -3.814 -3.483 -1.129
C 3.014 -2.710 -3.366 -0.618
C 2.716 -1.673 -2.458 0.443
C 3.611 -0.595 -2.290 -0.582
C 3.355 0.414 -1.390 -1.182
C 2.167 0.390 -0.659 -0.483
C 1.247 -0.644 -0.807 0.640
C 1.518 -1.731 -1.672 0.606
H -5.075 0.276 -0.262 0.524
H -4.242 -0.912 1.729 0.572
H -2.230 -2.324 1.578 0.464
H -1.841 -1.242 -2.602 0.631
H -3.854 0.132 -2.391 0.587
H -1.852 -3.387 -3.304 0.286
H -3.518 -4.860 -4.314 0.434
H -4.306 -6.872 -3.115 0.451
H -3.370 -7.433 -0.892 0.459
H -1.728 -5.938 0.157 0.439
H 0.473 -4.816 -2.730 0.565
H 2.441 -4.608 -4.172 0.458
H 3.920 -2.641 -3.951 0.493
H 4.522 -0.582 -2.868 0.493
H 4.062 1.218 -1.243 0.464
H 1.984 1.202 0.038 0.522
Br 1.986 -2.904 6.677 -0.080
C 1.188 -1.838 5.324 -0.006
C 0.368 -0.760 5.672 -0.794
C -0.188 0.032 4.693 -0.550
C 0.084 -0.223 3.336 0.654
C 0.872 -1.341 3.004 0.166
C 1.422 -2.140 3.976 -1.033
N -0.410 0.547 2.299 0.100
C -0.766 1.792 2.439 -0.203
C -1.279 2.541 1.329 0.343
C -1.793 3.838 1.478 -0.922
C -2.219 4.527 0.356 -0.400
C -2.095 3.926 -0.893 -0.914
C -1.594 2.633 -0.964 -0.074
N -1.220 1.953 0.110 0.006
H 0.173 -0.547 6.712 0.461
H -0.852 0.832 4.981 0.429
H 1.051 -1.555 1.954 0.217
H 2.036 -2.988 3.716 0.482
H -0.643 2.316 3.381 0.548
H -1.862 4.278 2.463 0.518
H -2.631 5.521 0.445 0.500
H -2.378 4.441 -1.798 0.455
H -1.483 2.132 -1.916 0.561

---

67
Properties=species:S:1:pos:R:3:mulliken_charge:R:1 method="wB97M-V/def2-TZVPD" total_charge=-2 e_above_lowest_kcal_mol=0.00 e_tot_ev=-140889.55887 max_force_ev_per_a=0.528 lumo_ha="0.1470 / 0.1469" homo_lumo_gap_ev="4.50 / 4.95" multiplicity=3
V -0.077 -0.476 -1.503 0.493
Br -2.896 -1.522 8.956 -0.307
C -1.289 -1.309 7.935 0.097
C -1.283 -0.497 6.810 -0.528
C -0.131 -0.343 6.063 -0.009
C 1.086 -0.995 6.425 0.085
C 1.028 -1.810 7.593 -0.330
C -0.128 -1.968 8.326 -0.338
N 2.289 -0.806 5.849 -0.998
N 2.429 -0.229 4.655 -0.418
C 1.687 -0.660 3.588 -0.251
C 0.953 -1.845 3.507 -0.501
C 0.278 -2.242 2.344 -0.927
C 0.284 -1.480 1.184 0.966
O -0.348 -1.779 0.069 -0.635
C 1.043 -0.265 1.235 0.093
N 1.035 0.463 0.085 -0.277
C 1.698 1.599 0.041 -0.359
C 2.425 2.081 1.136 -0.906
C 2.443 1.357 2.305 -0.509
C 1.741 0.145 2.390 1.109
H -2.189 0.018 6.512 0.366
H -0.148 0.294 5.190 0.318
H 1.940 -2.308 7.900 0.353
H -0.133 -2.601 9.206 0.354
H 0.921 -2.493 4.372 0.372
H -0.267 -3.180 2.335 0.397
H 1.643 2.140 -0.896 0.479
H 2.959 3.018 1.048 0.364
H 2.984 1.690 3.181 0.479
C -0.796 1.360 -2.302 -0.898
C -1.279 2.394 -2.752 0.095
C -1.817 3.586 -3.323 0.498
C -2.400 4.584 -2.526 -0.471
C -2.925 5.736 -3.088 -0.355
C -2.887 5.934 -4.463 -0.455
C -2.311 4.957 -5.267 -0.352
C -1.785 3.803 -4.709 -0.456
H -2.428 4.434 -1.455 0.420
H -3.367 6.490 -2.446 0.341
H -3.297 6.837 -4.901 0.349
H -2.270 5.097 -6.341 0.344
H -1.335 3.044 -5.335 0.436
C 1.227 -0.890 -2.554 -0.821
C 2.408 -1.260 -3.258 0.798
C 3.508 -0.375 -3.383 -0.475
C 4.655 -0.730 -4.070 -0.455
C 4.771 -1.978 -4.679 -0.412
C 3.704 -2.868 -4.573 -0.440
C 2.556 -2.523 -3.882 -0.418
H 3.427 0.601 -2.921 0.351
H 5.475 -0.022 -4.135 0.327
H 5.671 -2.252 -5.217 0.343
H 3.775 -3.849 -5.033 0.322
H 1.740 -3.231 -3.794 0.290
C -3.250 -0.586 -0.447 -1.031
C -2.936 -1.539 -1.542 0.564
N -1.833 -1.549 -2.255 0.097
C -1.918 -2.615 -3.115 -0.558
C -3.099 -3.258 -2.930 -0.551
N -3.742 -2.558 -1.928 -0.085
H -2.937 0.416 -0.743 0.097
H -2.691 -0.870 0.447 0.115
H -4.318 -0.580 -0.220 0.445
H -1.117 -2.826 -3.802 0.390
H -3.537 -4.118 -3.404 0.409
H -4.618 -2.792 -1.498 0.171

---

72
Properties=species:S:1:pos:R:3:mulliken_charge:R:1 method="wB97M-V/def2-TZVPD" total_charge=-1 e_above_lowest_kcal_mol=6.94 e_tot_ev=-177171.44363 max_force_ev_per_a=1.579 lumo_ha="0.0874 / 0.0872" homo_lumo_gap_ev="4.87 / 4.96" multiplicity=5
Fe -1.696 -0.467 1.703 0.620
N -0.814 -1.844 3.103 -0.543
N 0.315 -1.541 3.850 -0.387
C 0.697 -0.254 3.968 0.570
N 1.875 -0.036 4.600 -0.456
S -0.234 1.005 3.421 -0.494
H -1.519 -2.326 3.645 0.304
H -0.588 -2.336 2.242 0.569
H 1.002 -2.261 4.019 0.321
H 2.568 -0.767 4.614 0.170
H 2.228 0.900 4.506 0.238
C -0.267 -1.320 0.639 -0.987
C 0.837 -1.525 0.120 1.019
C 2.072 -1.648 -0.537 -0.077
C 2.057 -1.742 -1.987 -0.325
C 3.112 -2.312 -2.731 -0.542
C 3.061 -2.401 -4.112 -0.666
C 1.953 -1.943 -4.815 -0.553
C 0.884 -1.412 -4.101 -0.492
C 0.929 -1.317 -2.723 0.877
C 3.276 -1.580 0.258 0.212
C 4.513 -1.114 -0.248 -0.193
C 5.633 -0.998 0.555 -0.930
C 5.589 -1.342 1.902 -0.577
C 4.381 -1.790 2.428 -0.506
C 3.254 -1.904 1.637 -0.396
H 3.966 -2.721 -2.206 0.560
H 3.894 -2.836 -4.654 0.352
H 1.919 -2.006 -5.896 0.376
H 0.007 -1.052 -4.631 0.397
H 0.091 -0.902 -2.178 -0.403
H 4.570 -0.799 -1.282 0.520
H 6.559 -0.621 0.134 0.359
H 6.468 -1.255 2.529 0.368
H 4.335 -2.057 3.481 0.410
H 2.317 -2.255 2.052 0.305
F -4.582 3.792 4.170 -0.339
C -4.417 2.565 3.680 0.653
C -3.858 1.568 4.459 0.341
F -3.529 1.835 5.726 -0.345
C -3.667 0.309 3.932 0.514
F -3.126 -0.620 4.722 -0.417
C -4.000 -0.021 2.609 -0.556
Se -3.802 -1.770 1.903 -0.276
C -4.650 0.993 1.892 0.456
F -5.069 0.751 0.653 -0.407
C -4.816 2.264 2.391 0.254
F -5.377 3.219 1.635 -0.382
O -2.002 1.509 0.792 -0.234
S -2.152 2.361 -0.424 -0.287
C -2.730 1.273 -1.746 0.362
C -2.196 -0.003 -1.844 0.624
C -2.576 -0.804 -2.906 -1.012
C -3.493 -0.337 -3.840 -0.627
C -4.051 0.926 -3.705 -0.549
C -3.666 1.742 -2.651 -0.521
C -0.478 2.512 -1.107 0.554
C 0.550 1.820 -0.490 0.006
C 1.821 1.865 -1.047 -0.489
C 2.048 2.615 -2.192 -0.629
C 1.012 3.328 -2.784 -0.591
C -0.262 3.281 -2.241 -0.569
H -1.500 -0.363 -1.090 -0.246
H -2.147 -1.793 -3.007 0.614
H -3.785 -0.966 -4.672 0.392
H -4.790 1.274 -4.416 0.388
H -4.095 2.730 -2.522 0.452
H 0.357 1.231 0.396 0.209
H 2.624 1.304 -0.586 0.499
H 3.038 2.644 -2.628 0.386
H 1.200 3.919 -3.671 0.375
H -1.081 3.826 -2.698 0.374

---

Repeat the second record exactly.
64
Properties=species:S:1:pos:R:3:mulliken_charge:R:1 method="wB97M-V/def2-TZVPD" total_charge=+3 e_above_lowest_kcal_mol=43.53 e_tot_ev=-120784.33334 max_force_ev_per_a=3.059 lumo_ha="-0.4440 / -0.4461" homo_lumo_gap_ev="3.61 / 3.58" multiplicity=2
Ir -0.529 -0.177 0.190 1.112
C -4.159 -0.290 -0.317 -0.465
C -3.686 -0.954 0.805 -0.793
C -2.525 -1.715 0.732 -0.588
C -1.810 -1.837 -0.500 0.042
C -2.309 -1.130 -1.633 0.431
C -3.465 -0.374 -1.521 -1.391
P -0.652 -3.291 -0.675 0.476
C -1.732 -4.534 -1.472 0.766
C -2.209 -4.247 -2.756 0.055
C -3.139 -5.094 -3.328 -0.894
C -3.575 -6.224 -2.655 -0.501
C -3.064 -6.532 -1.401 -0.649
C -2.143 -5.683 -0.807 -0.445
C 0.690 -2.888 -1.810 0.510
C 1.071 -3.917 -2.675 -0.668
C 2.195 -3.814 -3.483 -1.129
C 3.014 -2.710 -3.366 -0.618
C 2.716 -1.673 -2.458 0.443
C 3.611 -0.595 -2.290 -0.582
C 3.355 0.414 -1.390 -1.182
C 2.167 0.390 -0.659 -0.483
C 1.247 -0.644 -0.807 0.640
C 1.518 -1.731 -1.672 0.606
H -5.075 0.276 -0.262 0.524
H -4.242 -0.912 1.729 0.572
H -2.230 -2.324 1.578 0.464
H -1.841 -1.242 -2.602 0.631
H -3.854 0.132 -2.391 0.587
H -1.852 -3.387 -3.304 0.286
H -3.518 -4.860 -4.314 0.434
H -4.306 -6.872 -3.115 0.451
H -3.370 -7.433 -0.892 0.459
H -1.728 -5.938 0.157 0.439
H 0.473 -4.816 -2.730 0.565
H 2.441 -4.608 -4.172 0.458
H 3.920 -2.641 -3.951 0.493
H 4.522 -0.582 -2.868 0.493
H 4.062 1.218 -1.243 0.464
H 1.984 1.202 0.038 0.522
Br 1.986 -2.904 6.677 -0.080
C 1.188 -1.838 5.324 -0.006
C 0.368 -0.760 5.672 -0.794
C -0.188 0.032 4.693 -0.550
C 0.084 -0.223 3.336 0.654
C 0.872 -1.341 3.004 0.166
C 1.422 -2.140 3.976 -1.033
N -0.410 0.547 2.299 0.100
C -0.766 1.792 2.439 -0.203
C -1.279 2.541 1.329 0.343
C -1.793 3.838 1.478 -0.922
C -2.219 4.527 0.356 -0.400
C -2.095 3.926 -0.893 -0.914
C -1.594 2.633 -0.964 -0.074
N -1.220 1.953 0.110 0.006
H 0.173 -0.547 6.712 0.461
H -0.852 0.832 4.981 0.429
H 1.051 -1.555 1.954 0.217
H 2.036 -2.988 3.716 0.482
H -0.643 2.316 3.381 0.548
H -1.862 4.278 2.463 0.518
H -2.631 5.521 0.445 0.500
H -2.378 4.441 -1.798 0.455
H -1.483 2.132 -1.916 0.561